Version a
ORCA calculation (the ωB97M-V functional and the def2-TZVPD basis) on a gas-phase ion, C6H9N2 (charge +1).

Frontier orbital gap (alpha / beta), eV: 7.42 / 7.43
Total charge: +1
M, g/mol: 109.2
Highest occupied orbital energy (alpha / beta), eV: -13.49 / -13.49

```
17
Properties=species:S:1:pos:R:3:nbo_charge:R:1
C 1.52 1.63 -0.17 -0.36
C 0.19 1.89 -0.13 -0.01
C 2.07 0.38 -0.04 0.44
C -0.79 0.81 -0.08 0.37
C 2.79 -0.65 0.15 -0.46
C -0.98 -1.61 -0.17 -0.45
N -0.33 -0.37 -0.35 -0.39
N -2.06 1.14 0.19 -0.78
H 2.22 2.43 -0.40 0.30
H -0.17 2.91 -0.14 0.24
H 2.56 -1.62 -0.29 0.30
H 3.68 -0.66 0.77 0.30
H -0.78 -2.23 -1.05 0.23
H -0.55 -2.11 0.70 0.23
H -2.06 -1.53 -0.01 0.19
H -2.34 2.10 0.31 0.42
H -2.79 0.45 0.15 0.42
```


Version b
ORCA calculation (the ωB97M-V functional and the def2-TZVPD basis) on a molecular structure, C6H9N2.

Frontier orbital gap, eV: 8.87
Total charge: +1
M, g/mol: 109.2
Highest occupied orbital energy, eV: -12.84

```
17
Properties=species:S:1:pos:R:3:nbo_charge:R:1
C 0.97 -1.40 0.11 0.14
C -0.84 1.08 0.35 -0.09
C 0.34 0.46 0.15 0.23
C -0.28 -0.86 0.11 -0.08
C 2.96 0.44 -0.12 -0.41
C -2.74 -0.08 -0.40 -0.43
N 1.60 -0.16 0.06 -0.42
N -1.59 -0.15 0.44 -0.31
H 1.75 -2.65 -0.02 0.28
H -1.24 2.07 0.40 0.25
H 3.40 0.27 -1.08 0.22
H 2.98 1.56 -0.02 0.25
H 3.52 -0.13 0.63 0.22
H -3.32 0.79 0.02 0.24
H -2.36 0.22 -1.41 0.24
H -3.18 -1.10 -0.50 0.25
H -1.98 -0.36 1.28 0.42
```


Version c
ORCA calculation (the ωB97M-V functional and the def2-TZVPD basis) on a gas-phase ion, C6H9N2 (charge +1).

Frontier orbital gap, eV: 6.11
Total charge: +1
M, g/mol: 109.2
Highest occupied orbital energy, eV: -11.53
SMILES string: C=[NH+]CC=C=C=NC

```
17
Properties=species:S:1:pos:R:3:nbo_charge:R:1
C 0.90 -1.54 3.32 0.13
N 1.36 -1.56 2.13 -0.36
C 0.85 -0.65 1.08 -0.31
C -0.31 -1.16 0.00 -0.16
C -0.82 -0.37 -0.85 -0.27
C -0.68 0.79 -1.42 0.44
N -0.71 1.73 -2.14 -0.32
C -1.30 2.49 -3.19 -0.43
H 1.47 -2.10 4.02 0.23
H 0.34 -0.74 3.52 0.21
H 1.83 -2.36 1.74 0.44
H 1.71 -0.43 0.33 0.26
H 0.40 0.20 1.60 0.23
H -0.67 -2.22 0.15 0.21
H -0.55 3.23 -3.36 0.23
H -2.28 2.85 -2.84 0.24
H -1.53 1.84 -4.09 0.23
```


Version d
ORCA calculation (the ωB97M-V functional and the def2-TZVPD basis) on a gas-phase ion, C6H9N2 (charge +1).

Frontier orbital gap, eV: 7.87
Total charge: +1
M, g/mol: 109.2
Highest occupied orbital energy, eV: -13.79
SMILES string: C=C([N+]#N)/C(C)=C/C

```
17
Properties=species:S:1:pos:R:3:nbo_charge:R:1
C -1.76 1.42 -0.85 -0.15
C -1.35 0.45 -0.08 -0.03
N -2.30 -0.29 0.49 0.15
N -2.84 -1.00 1.12 0.34
C 0.07 0.07 0.07 -0.09
C 0.95 1.20 0.55 -0.66
C 0.41 -1.21 -0.22 -0.04
C 1.75 -1.76 -0.15 -0.67
H -1.10 2.06 -1.50 0.26
H -2.79 1.63 -0.86 0.22
H 1.54 1.03 1.41 0.25
H 0.19 1.89 1.02 0.22
H 1.43 1.88 -0.14 0.25
H -0.40 -1.82 -0.51 0.19
H 1.92 -1.72 0.92 0.25
H 2.38 -1.10 -0.65 0.24
H 1.90 -2.74 -0.62 0.25
```


Name the most stable of them. version a.


Version a
ORCA calculation (the ωB97M-V functional and the def2-TZVPD basis) on 7 unconnected molecules or ions with the total composition C4H23NO7.

Frontier orbital gap, eV: 9.14
M, g/mol: 197.2
Highest occupied orbital energy, eV: -9.19
SMILES string: COC[C@H](C)N.O.O.O.O.O.O

```
35
Properties=species:S:1:pos:R:3:nbo_charge:R:1
C 0.61 3.56 -3.81 -0.25
O -0.09 2.34 -3.78 -0.54
C 0.54 1.38 -2.99 -0.07
C 0.42 1.65 -1.50 -0.09
C 1.18 0.59 -0.71 -0.61
N -0.97 1.67 -1.05 -0.84
H 0.17 4.17 -4.60 0.20
H 1.68 3.41 -4.04 0.17
H 0.55 4.12 -2.87 0.16
H 0.06 0.41 -3.20 0.18
H 1.59 1.22 -3.31 0.16
H 0.82 2.64 -1.27 0.18
H 1.36 0.96 0.30 0.22
H 2.16 0.37 -1.13 0.21
H 0.57 -0.31 -0.64 0.19
H -1.54 2.22 -1.69 0.37
H -1.37 0.74 -1.03 0.35
O -3.06 0.01 2.69 -0.97
H -2.27 -0.35 2.25 0.49
H -2.98 0.96 2.60 0.47
O 2.35 -2.34 0.64 -0.95
H 1.83 -2.73 -0.07 0.49
H 2.20 -2.91 1.40 0.48
O -0.46 -3.42 3.93 -0.96
H -0.77 -3.61 4.83 0.49
H 0.49 -3.52 3.97 0.48
O 2.42 -0.63 2.90 -0.96
H 2.54 0.32 2.83 0.47
H 2.46 -0.96 1.99 0.48
O -1.03 -1.73 1.71 -0.99
H -0.14 -1.57 1.39 0.49
H -0.95 -2.44 2.37 0.51
O -3.54 -2.36 0.36 -0.97
H -4.12 -1.65 0.68 0.47
H -2.72 -2.21 0.86 0.48
```


Version b
ORCA calculation (the ωB97M-V functional and the def2-TZVPD basis) on 7 unconnected molecules or ions with the total composition C4H23NO7.

Frontier orbital gap, eV: 9.05
M, g/mol: 197.2
Highest occupied orbital energy, eV: -8.61
SMILES string: CN(C)CCO.O.O.O.O.O.O

```
35
Properties=species:S:1:pos:R:3:nbo_charge:R:1
C -1.71 2.31 1.71 -0.43
N -1.71 1.10 0.91 -0.45
C -2.34 -0.02 1.61 -0.41
C -0.45 0.84 0.27 -0.24
C 0.90 0.90 1.06 -0.10
O 1.98 0.86 0.12 -0.73
H -2.73 2.51 2.07 0.20
H -1.12 2.26 2.63 0.17
H -1.28 3.17 1.17 0.20
H -2.12 -0.14 2.67 0.18
H -2.19 -0.93 1.04 0.21
H -3.41 0.21 1.65 0.19
H -0.20 1.70 -0.37 0.20
H -0.40 -0.09 -0.28 0.19
H 1.14 0.13 1.81 0.22
H 0.88 1.86 1.60 0.15
H 1.71 1.52 -0.54 0.47
O -0.49 -1.87 -2.36 -0.96
H -0.62 -0.93 -2.21 0.48
H 0.44 -1.96 -2.12 0.49
O -0.43 0.10 -4.32 -0.96
H -0.57 -0.85 -4.35 0.49
H 0.44 0.31 -4.64 0.47
O 1.73 -3.74 0.69 -0.98
H 0.84 -3.74 0.28 0.48
H 2.23 -3.10 0.17 0.50
O -1.32 2.92 -1.78 -0.96
H -1.83 2.84 -2.57 0.48
H -1.91 2.78 -1.02 0.48
O 2.41 -1.61 -1.14 -1.01
H 2.25 -0.68 -0.83 0.52
H 3.31 -1.71 -1.49 0.48
O 2.22 -1.98 2.64 -0.97
H 1.86 -2.86 2.38 0.50
H 2.51 -2.13 3.54 0.46
```


Name the most stable of them. version a.


Version a
ORCA calculation (the ωB97M-V functional and the def2-TZVPD basis) on 7 unconnected molecules or ions with the total composition C4H23NO7.

Frontier orbital gap, eV: 9.81
M, g/mol: 197.2
Highest occupied orbital energy, eV: -9.37
SMILES string: COC[C@H](C)N.O.O.O.O.O.O

```
35
Properties=species:S:1:pos:R:3:nbo_charge:R:1
C 1.25 -0.56 1.87 -0.27
O 1.62 0.21 0.72 -0.58
C 0.99 1.49 0.70 -0.08
C 1.81 2.34 -0.25 -0.06
C 3.09 2.80 0.40 -0.61
N 1.01 3.48 -0.69 -0.82
H 0.17 -0.71 2.00 0.20
H 1.60 -0.06 2.77 0.17
H 1.77 -1.53 1.79 0.19
H -0.07 1.39 0.26 0.19
H 0.83 1.83 1.71 0.18
H 2.09 1.66 -1.09 0.16
H 3.48 3.61 -0.14 0.20
H 3.88 2.03 0.45 0.21
H 2.87 3.10 1.39 0.21
H 1.48 3.91 -1.41 0.36
H 0.13 3.09 -0.95 0.36
O -2.20 -1.59 2.15 -1.02
H -2.70 -1.88 2.96 0.47
H -1.96 -2.48 1.74 0.50
O 0.57 -1.62 -1.14 -0.98
H 1.52 -1.75 -1.33 0.48
H 0.71 -0.78 -0.66 0.49
O -2.90 -2.75 -1.87 -0.97
H -2.32 -2.10 -2.18 0.50
H -3.70 -2.65 -2.41 0.48
O -1.80 -3.46 0.52 -0.97
H -2.43 -3.38 -0.23 0.52
H -0.98 -3.11 0.12 0.49
O -1.32 -0.08 -2.71 -1.02
H -1.49 0.11 -1.74 0.49
H -0.51 -0.65 -2.69 0.48
O -1.90 0.26 -0.18 -0.95
H -2.88 0.33 -0.22 0.50
H -1.71 -0.49 0.36 0.51
```


Version b
ORCA calculation (the ωB97M-V functional and the def2-TZVPD basis) on a molecular structure, C4H23NO7.

Frontier orbital gap, eV: 8.61
M, g/mol: 197.2
Highest occupied orbital energy, eV: -8.91

```
35
Properties=species:S:1:pos:R:3:nbo_charge:R:1
C 4.46 -1.02 0.67 -0.61
C 3.05 -1.50 0.69 -0.08
C 2.01 -0.56 1.40 -0.07
O 0.68 -1.11 1.43 -0.58
C -0.39 -0.17 1.46 -0.30
N 2.68 -1.88 -0.64 -0.81
H 4.81 -0.57 1.60 0.21
H 4.62 -0.20 -0.03 0.20
H 5.17 -1.81 0.45 0.22
H 3.12 -2.44 1.25 0.18
H 1.97 0.31 0.74 0.17
H 2.51 -0.24 2.31 0.17
H -1.38 -0.63 1.42 0.19
H -0.27 0.53 0.63 0.21
H -0.46 0.47 2.33 0.15
H 1.67 -1.96 -0.58 0.35
H 2.70 -1.05 -1.20 0.33
O -1.48 2.35 -2.26 -0.98
H -1.90 1.52 -2.03 0.42
H -1.01 2.17 -3.07 0.45
O -1.88 -1.27 0.29 -0.87
H -2.69 -1.39 -0.20 0.49
H -1.82 -2.06 0.84 0.54
O -1.68 0.53 -0.68 -0.87
H -1.71 -0.33 -0.25 0.46
H -2.47 0.97 -0.39 0.45
O -3.56 1.16 0.13 -0.88
H -3.91 1.98 0.48 0.51
H -4.02 1.05 -0.71 0.51
O -2.45 0.56 -2.54 -0.98
H -2.11 -0.23 -2.96 0.46
H -2.13 0.51 -1.64 0.41
O -0.37 1.98 0.50 -0.98
H -0.70 2.87 0.41 0.47
H -1.06 1.43 0.14 0.45
```


Version c
ORCA calculation (the ωB97M-V functional and the def2-TZVPD basis) on 7 unconnected molecules or ions with the total composition C4H23NO7.

Frontier orbital gap, eV: 9.95
M, g/mol: 197.2
Highest occupied orbital energy, eV: -9.59
SMILES string: COC[C@H](C)N.O.O.O.O.O.O

```
35
Properties=species:S:1:pos:R:3:nbo_charge:R:1
C -10.92 35.38 -9.96 -0.26
O -10.22 34.16 -9.67 -0.54
C -8.82 34.40 -9.48 -0.07
C -8.07 33.08 -9.21 -0.08
C -8.40 32.52 -7.92 -0.62
N -6.64 33.27 -9.30 -0.82
H -11.02 36.06 -9.12 0.17
H -11.97 35.19 -10.20 0.19
H -10.44 36.02 -10.70 0.17
H -8.44 34.95 -10.33 0.16
H -8.46 35.02 -8.66 0.17
H -8.35 32.40 -10.01 0.16
H -8.30 31.44 -7.85 0.21
H -9.43 32.73 -7.65 0.22
H -7.82 32.94 -7.10 0.22
H -6.45 33.57 -10.24 0.35
H -6.10 32.42 -9.33 0.36
O -12.68 37.13 -17.55 -0.94
H -13.29 37.87 -17.60 0.47
H -13.06 36.55 -16.88 0.47
O -10.41 33.75 -19.77 -0.94
H -11.19 34.09 -19.32 0.47
H -10.75 33.35 -20.57 0.47
O -13.35 33.74 -14.68 -0.95
H -12.75 33.25 -14.12 0.47
H -14.14 33.85 -14.16 0.47
O -17.65 34.58 -13.06 -0.94
H -17.95 34.98 -12.25 0.47
H -18.44 34.19 -13.44 0.47
O -8.99 36.76 -15.63 -0.94
H -9.75 37.02 -16.15 0.48
H -8.99 35.80 -15.68 0.47
O -12.16 30.70 -11.11 -0.94
H -11.64 29.92 -10.88 0.47
H -11.59 31.44 -10.89 0.47
```


Name the most stable of them. version a.


Version a
ORCA calculation (the ωB97M-V functional and the def2-TZVPD basis) on a molecular structure, C27H28N6ORuS.

Frontier orbital gap (alpha / beta), eV: 6.15 / 6.53
Total charge: +3
M, g/mol: 585.7
Multiplicity: 2
Expectation value of S²: 0.76
Highest occupied orbital energy (alpha / beta), eV: -16.75 / -16.73

```
64
Properties=species:S:1:pos:R:3:nbo_charge:R:1
Ru 0.67 0.37 -0.31 1.31
C 3.67 0.12 0.84 -0.28
N 3.06 0.32 -0.47 -0.55
C 3.61 1.43 -1.26 -0.28
C 2.53 2.43 -1.49 0.44
N 1.26 2.13 -1.26 -0.54
C 0.51 3.28 -1.59 0.16
C -0.85 3.54 -1.52 -0.24
C -1.27 4.80 -1.89 -0.16
C -0.36 5.78 -2.32 -0.16
C 0.99 5.53 -2.38 -0.19
C 1.40 4.26 -2.01 0.08
N 2.67 3.67 -1.94 -0.46
C 2.61 -0.27 1.79 0.43
N 1.35 0.08 1.59 -0.45
C 0.62 -0.37 2.70 0.13
C -0.73 -0.22 3.02 -0.23
C -1.14 -0.75 4.22 -0.17
C -0.24 -1.40 5.09 -0.16
C 1.09 -1.53 4.78 -0.20
C 1.51 -0.99 3.57 0.09
N 2.76 -0.91 2.95 -0.47
H 4.48 -0.62 0.83 0.26
H 4.10 1.06 1.19 0.26
H 3.05 -0.55 -1.01 0.44
H 4.44 1.91 -0.75 0.25
H 3.99 1.08 -2.22 0.27
H -1.55 2.78 -1.19 0.22
H -2.32 5.04 -1.85 0.25
H -0.73 6.76 -2.60 0.26
H 1.69 6.29 -2.69 0.25
H 3.54 4.12 -2.19 0.46
H -1.39 0.30 2.35 0.22
H -2.17 -0.64 4.53 0.25
H -0.61 -1.79 6.02 0.26
H 1.78 -2.02 5.46 0.26
H 3.63 -1.23 3.34 0.46
N -1.37 0.10 -0.47 -0.53
C -2.52 0.17 -0.56 0.57
C -3.92 0.25 -0.66 -0.21
C -4.57 -0.16 -1.83 -0.14
C -5.94 -0.06 -1.90 -0.20
C -6.67 0.44 -0.83 -0.10
C -6.02 0.84 0.34 -0.20
C -4.65 0.75 0.44 -0.15
H -4.00 -0.53 -2.67 0.24
H -6.46 -0.37 -2.80 0.25
H -7.74 0.54 -0.90 0.25
H -6.59 1.22 1.18 0.25
H -4.13 1.07 1.33 0.23
O 1.20 -1.53 -1.14 -0.97
S 0.28 -2.81 -1.28 1.20
C 1.33 -3.95 -2.24 -0.56
C 1.45 -5.21 -1.39 -0.42
C 1.65 -4.72 0.05 -0.42
C 0.53 -3.71 0.29 -0.57
H 2.28 -3.43 -2.36 0.25
H 0.87 -4.11 -3.21 0.28
H 2.28 -5.82 -1.73 0.27
H 0.54 -5.80 -1.46 0.23
H 2.63 -4.24 0.15 0.21
H 1.60 -5.54 0.76 0.26
H 0.72 -2.97 1.06 0.24
H -0.42 -4.21 0.50 0.26
```


Version b
ORCA calculation (the ωB97M-V functional and the def2-TZVPD basis) on a molecular structure, C27H28N6ORuS.

Frontier orbital gap (alpha / beta), eV: 7.28 / 6.49
Total charge: +3
M, g/mol: 585.7
Multiplicity: 2
Expectation value of S²: 0.76
Highest occupied orbital energy (alpha / beta), eV: -16.81 / -16.86

```
64
Properties=species:S:1:pos:R:3:nbo_charge:R:1
Ru -0.91 -0.18 0.87 1.15
C -0.95 -2.62 2.60 -0.29
N -1.71 -1.34 2.47 -0.54
C -3.15 -1.58 2.15 -0.28
C -3.22 -1.79 0.67 0.42
N -2.24 -1.32 -0.11 -0.50
C -2.58 -1.66 -1.43 0.15
C -1.91 -1.48 -2.64 -0.22
C -2.54 -1.95 -3.77 -0.17
C -3.79 -2.59 -3.72 -0.16
C -4.45 -2.79 -2.53 -0.19
C -3.81 -2.31 -1.39 0.10
N -4.17 -2.38 -0.04 -0.46
C 0.38 -2.43 1.95 0.44
N 0.56 -1.43 1.09 -0.40
C 1.89 -1.51 0.63 0.15
C 2.63 -0.70 -0.23 -0.25
C 3.94 -1.08 -0.46 -0.16
C 4.50 -2.22 0.14 -0.16
C 3.77 -3.01 1.01 -0.20
C 2.46 -2.62 1.23 0.10
N 1.47 -3.17 2.06 -0.46
H -0.86 -2.91 3.65 0.27
H -1.50 -3.41 2.08 0.26
H -1.64 -0.82 3.34 0.43
H -3.55 -2.43 2.71 0.25
H -3.72 -0.69 2.44 0.27
H -0.95 -1.00 -2.69 0.22
H -2.06 -1.83 -4.73 0.25
H -4.23 -2.94 -4.64 0.26
H -5.40 -3.30 -2.48 0.25
H -5.01 -2.79 0.33 0.46
H 2.21 0.17 -0.70 0.23
H 4.55 -0.49 -1.13 0.25
H 5.53 -2.47 -0.07 0.26
H 4.21 -3.88 1.48 0.26
H 1.57 -4.00 2.63 0.46
N -0.29 0.87 -0.77 -0.50
C 0.01 1.42 -1.74 0.54
C 0.39 2.08 -2.93 -0.20
C -0.04 3.39 -3.17 -0.15
C 0.33 4.01 -4.34 -0.19
C 1.11 3.34 -5.27 -0.12
C 1.54 2.03 -5.03 -0.19
C 1.18 1.39 -3.87 -0.17
H -0.66 3.90 -2.44 0.23
H 0.00 5.03 -4.54 0.25
H 1.40 3.83 -6.19 0.25
H 2.14 1.52 -5.77 0.25
H 1.50 0.38 -3.67 0.23
O -0.25 1.19 2.17 -0.92
S 0.60 2.49 1.84 1.18
C -0.03 3.69 3.05 -0.56
C 1.10 3.97 4.04 -0.42
C 1.89 2.67 4.17 -0.42
C 2.15 2.22 2.74 -0.57
H -0.87 3.17 3.52 0.26
H -0.40 4.56 2.51 0.27
H 0.69 4.31 4.99 0.27
H 1.74 4.77 3.66 0.24
H 1.32 1.92 4.72 0.22
H 2.84 2.82 4.70 0.27
H 2.43 1.17 2.60 0.26
H 2.88 2.85 2.24 0.26
```


Name the most stable of them. version b.